[1]
ORCA calculation (wB97M-V/def2-TZVPD) on a structure of composition C40H51N6O4S2W.

The geometry in ORCA input format:
```
! wB97M-V def2-TZVPD RIJCOSX def2/J DEFGRID3
* xyz 3 3
W 17.300 -12.709 -2.471
C 15.576 -11.117 -6.280
C 16.955 -11.715 -6.006
C 17.250 -13.010 -6.704
C 16.227 -14.247 -6.707
C 14.846 -13.936 -7.328
C 16.788 -15.431 -7.488
N 16.179 -14.632 -5.226
C 14.983 -15.201 -4.648
C 15.279 -15.353 -3.177
N 15.174 -14.054 -2.412
C 13.701 -13.726 -2.531
C 13.388 -12.762 -3.706
O 13.098 -13.230 -4.833
O 13.529 -11.539 -3.342
C 15.597 -14.260 -0.960
C 15.235 -15.572 -0.319
C 14.883 -11.584 -0.652
C 15.935 -10.441 -0.714
C 16.469 -10.019 0.671
C 15.156 -9.233 -1.312
N 17.176 -10.840 -1.526
C 17.637 -9.889 -2.599
C 17.088 -10.236 -4.015
N 17.316 -11.641 -4.537
C 18.587 -12.269 -4.010
C 19.910 -16.333 -1.904
O 21.213 -16.386 -2.362
O 19.126 -17.222 -1.711
H 15.225 -11.357 -7.298
H 15.687 -10.033 -6.293
H 14.777 -11.349 -5.560
H 17.697 -10.991 -6.496
H 18.206 -13.452 -6.351
H 17.409 -12.762 -7.733
H 15.050 -13.562 -8.348
H 14.258 -13.215 -6.772
H 14.222 -14.831 -7.456
H 16.737 -15.181 -8.570
H 16.181 -16.350 -7.359
H 17.840 -15.756 -7.217
H 16.935 -15.295 -5.084
H 16.389 -13.803 -4.648
H 14.833 -16.226 -5.085
H 14.114 -14.537 -4.856
H 16.284 -15.808 -3.056
H 14.542 -16.045 -2.803
H 13.278 -13.305 -1.644
H 13.207 -14.691 -2.705
H 17.426 -15.098 -1.756
H 14.189 -15.767 -0.588
H 15.260 -15.590 0.738
H 15.861 -16.407 -0.694
H 13.966 -11.123 -0.194
H 14.539 -11.755 -1.709
H 15.628 -9.660 1.282
H 17.177 -9.197 0.526
H 16.983 -10.807 1.196
H 14.355 -9.047 -0.605
H 14.676 -9.503 -2.237
H 15.750 -8.321 -1.380
H 17.940 -10.823 -0.818
H 18.739 -9.854 -2.569
H 17.259 -8.883 -2.352
H 17.624 -9.509 -4.653
H 16.027 -10.026 -4.146
H 19.303 -11.480 -3.791
H 18.978 -13.007 -4.719
S 24.266 -14.744 -3.122
C 25.842 -14.533 -2.579
C 25.985 -14.171 -1.245
C 24.733 -13.925 -0.664
C 23.700 -14.350 -1.509
C 22.337 -14.479 -1.117
C 21.356 -14.903 -2.096
N 19.918 -14.907 -1.638
C 19.524 -14.454 -0.364
C 20.553 -14.394 0.602
C 20.167 -14.368 1.970
C 18.827 -14.258 2.284
C 17.817 -13.965 1.293
C 16.697 -13.388 1.901
C 15.439 -13.194 1.408
C 15.067 -13.065 -0.074
N 17.137 -14.280 -1.188
C 18.099 -14.140 -0.111
C 14.348 -13.195 2.356
C 13.045 -12.763 2.211
C 12.315 -12.703 3.397
C 13.115 -13.061 4.438
S 14.670 -13.596 4.003
C 21.904 -14.409 0.214
H 26.681 -14.703 -3.230
H 26.946 -14.187 -0.739
H 24.519 -13.505 0.335
H 21.296 -14.490 -3.132
H 20.934 -14.343 2.793
H 18.443 -14.271 3.297
H 16.895 -13.021 2.912
H 14.012 -13.375 -0.073
H 12.656 -12.451 1.240
H 11.273 -12.462 3.420
H 12.795 -13.120 5.467
H 22.660 -14.393 1.033
*
```

Summary:
- E_HOMO (alpha / beta) (eV) = -14.02 / -13.99
- orbital gap (alpha / beta) (eV) = 3.263 / 3.535

=====

[2]
ORCA calculation (wB97M-V/def2-TZVPD) on a structure of composition C4H9BO.

The geometry in ORCA input format:
```
! wB97M-V def2-TZVPD RIJCOSX def2/J DEFGRID3
* xyz 0 1
B 0.114 -0.123 -0.918
C -0.071 1.168 0.027
C -0.041 0.525 1.355
C 1.090 -0.511 1.468
C -0.451 -0.983 -2.122
O 1.063 -1.255 0.285
H 0.698 1.971 -0.071
H -0.959 1.660 -0.194
H 0.124 1.275 2.244
H -0.914 -0.029 1.427
H 2.137 -0.074 1.568
H 0.971 -1.022 2.392
H -0.512 -0.482 -3.110
H -1.409 -1.364 -1.803
H 0.199 -1.921 -2.028
*
```

Summary:
- E_HOMO (eV) = -9.09
- ΔE to the lowest compared entry with this formula, charge and spin (kcal/mol) = 51.5
- orbital gap (eV) = 9.589